No. 1
# C17H20N4O4S2

The molecule C17H20N4O4S2 at a distorted geometry (ωB97M-V/def2-TZVPD, the OMol25 dataset).

```
47
Properties=species:S:1:pos:R:3
C 0.025 -2.414 3.468
C -0.522 -2.853 2.127
O -0.533 -1.790 1.182
C -0.634 -2.135 -0.127
O -0.622 -3.311 -0.547
C -0.809 -1.037 -1.213
C -0.355 0.394 -0.793
C -0.390 1.330 -2.017
C 1.092 0.329 -0.339
N 2.023 -0.260 -1.153
C 3.218 -0.160 -0.617
N 4.242 -0.558 -1.423
C 5.587 -0.327 -1.229
C 6.552 -0.535 -2.408
O 5.986 0.168 -0.220
S 3.247 0.614 0.985
C 1.517 0.846 0.846
C 0.642 1.407 1.911
C -0.819 1.480 1.444
S -2.166 2.088 2.429
C -3.191 1.729 1.047
N -4.558 1.918 1.110
C -5.472 1.659 0.113
C -5.175 1.619 -1.421
O -6.619 1.594 0.512
N -2.613 1.196 -0.011
C -1.282 0.994 0.236
H 0.055 -3.235 4.140
H 1.035 -2.000 3.389
H -0.647 -1.638 3.897
H -1.528 -3.266 2.227
H 0.125 -3.671 1.716
H -1.894 -1.035 -1.518
H -0.220 -1.383 -2.086
H 0.047 2.310 -1.754
H 0.209 0.909 -2.819
H -1.395 1.442 -2.361
H 4.017 -0.848 -2.344
H 6.118 -0.151 -3.368
H 7.461 0.007 -2.174
H 6.797 -1.576 -2.526
H 1.051 2.384 2.164
H 0.727 0.758 2.801
H -4.944 2.157 2.031
H -6.162 1.637 -1.941
H -4.604 2.511 -1.695
H -4.618 0.703 -1.671
```

Its LUMO energy is 0.3715 eV. As for the energy above the lowest of the compared OMol25 structures with the same formula, charge and spin: 0.0 kcal per mole. As for the SMILES: CCOC(=O)CC1(C)c2nc(NC(C)=O)sc2Cc2sc(NC(C)=O)nc21. The value obtained for the max |F| is 0.063 Eh/bohr. As for the HOMO energy: -0.3053 Eh. The gap between HOMO and LUMO comes out at 8.679 eV.

What are the Löwdin partial charges on each atom? They are as follows, in elementary charge units: -0.0642, -0.2277, -0.0028, -0.3953, 0.0576, -0.0143, -0.3705, -0.0161, -0.3037, 0.1288, -0.5340, 0.1029, -0.5167, 0.0104, 0.0590, 1.1191, -0.4664, -0.1755, -0.4144, 1.0798, -0.5837, 0.0809, -0.4694, 0.0005, 0.0483, 0.1307, -0.2829, 0.0630, 0.0787, 0.0872, 0.1294, 0.1343, 0.1441, 0.1302, 0.1062, 0.0811, 0.0682, 0.1376, 0.0950, 0.0806, 0.0723, 0.1104, 0.1119, 0.1547, 0.0898, 0.0764, 0.0686

***

No. 2
# C17H20N6O2S4

The molecule C17H20N6O2S4 at a distorted geometry (ωB97M-V/def2-TZVPD, the OMol25 dataset).

```
49
Properties=species:S:1:pos:R:3
C 7.419 -0.282 -0.408
C 6.041 -0.828 -0.035
N 5.148 0.219 0.414
C 5.149 0.518 1.837
C 4.154 -0.362 2.587
C 4.334 0.946 -0.376
O 3.640 1.849 0.051
C 4.271 0.578 -1.852
S 3.350 -0.990 -2.070
C 1.777 -0.546 -1.488
N 0.969 -1.427 -1.028
C -0.238 -0.885 -0.709
C -1.332 -1.568 -0.183
C -2.485 -0.871 0.091
C -2.578 0.510 -0.148
N -3.795 1.118 0.166
C -4.182 2.396 -0.052
O -3.512 3.278 -0.538
C -5.619 2.650 0.407
S -6.855 2.052 -0.797
C -6.971 0.383 -0.362
N -6.230 -0.227 0.499
N -6.515 -1.520 0.653
C -7.489 -1.929 -0.083
N -8.005 -3.173 -0.058
S -8.182 -0.654 -1.111
C -1.499 1.212 -0.667
C -0.343 0.505 -0.945
S 1.148 1.109 -1.592
H 7.879 0.211 0.445
H 8.065 -1.095 -0.728
H 7.345 0.442 -1.216
H 6.145 -1.547 0.781
H 5.603 -1.359 -0.882
H 6.160 0.373 2.223
H 4.868 1.567 1.954
H 3.150 -0.185 2.210
H 4.174 -0.126 3.648
H 4.391 -1.417 2.459
H 5.246 0.416 -2.304
H 3.738 1.366 -2.386
H -1.256 -2.628 -0.003
H -3.343 -1.386 0.497
H -4.509 0.483 0.532
H -5.836 2.176 1.363
H -5.786 3.726 0.460
H -8.575 -3.473 -0.829
H -7.463 -3.873 0.422
H -1.566 2.270 -0.851
```

Its LUMO energy is 0.2231 eV. As for the energy above the lowest of the compared OMol25 structures with the same formula, charge and spin: 12.3 kcal per mole. As for the SMILES: CCN(CC)C(=O)CSc1nc2ccc(NC(=O)CSc3nnc(N)s3)cc2s1. The value obtained for the max |F| is 0.033 Eh/bohr. As for the HOMO energy: -0.2813 Eh. The gap between HOMO and LUMO comes out at 7.879 eV.

What are the Löwdin partial charges on each atom? They are as follows, in elementary charge units: -0.0654, -0.2244, -0.0834, -0.2005, -0.0616, -0.5456, 0.0241, -0.3602, 0.9476, -0.8971, 0.0366, -0.3281, -0.0096, -0.0191, -0.2087, 0.1211, -0.5342, 0.0686, -0.3458, 0.9350, -0.9607, -0.1007, -0.0033, -0.6958, 0.0882, 1.0189, -0.0131, -0.4475, 1.0856, 0.0715, 0.0746, 0.0683, 0.1221, 0.0704, 0.1171, 0.1186, 0.0776, 0.0729, 0.0693, 0.0736, 0.0678, 0.1130, 0.1040, 0.0869, 0.0851, 0.0843, 0.0919, 0.1067, 0.1035

***

No. 3
# C17H21Br3F12O8

A structure of composition C17H21Br3F12O8 at a distorted geometry (ωB97M-V/def2-TZVPD, the OMol25 dataset).

```
61
Properties=species:S:1:pos:R:3
C -2.965 2.120 1.555
C -3.578 2.897 0.350
O -3.091 4.279 0.411
C -3.986 5.294 0.265
O -5.223 5.120 -0.001
C -3.379 6.775 0.440
F -3.191 7.243 -0.712
F -4.234 7.526 1.090
F -2.346 6.792 1.148
H -1.878 2.041 1.579
H -3.196 1.065 1.404
H -3.396 2.368 2.525
H -4.661 2.855 0.467
H -3.309 2.525 -0.638
C 0.835 -2.307 1.807
C 1.500 -1.328 2.814
O 0.792 -0.112 2.810
C -0.264 0.148 3.576
O -0.560 -0.423 4.645
C -1.069 1.299 2.916
F -2.211 0.796 2.426
F -1.344 2.166 3.972
F -0.499 1.910 1.910
H -0.203 -2.618 1.923
H 1.500 -3.162 1.687
H 0.817 -1.789 0.848
H 2.557 -1.169 2.596
H 1.505 -1.763 3.813
C -0.385 -3.087 -0.393
C -0.899 -3.810 -1.647
O 0.037 -3.625 -2.705
C 1.007 -4.548 -2.881
O 1.109 -5.579 -2.171
C 2.019 -4.382 -4.017
F 2.284 -5.603 -4.556
F 1.495 -3.571 -4.865
F 3.102 -3.897 -3.490
H -0.030 -2.119 -0.748
H 0.458 -3.534 0.134
H -1.159 -2.811 0.323
H -1.870 -3.408 -1.934
H -1.217 -4.837 -1.466
C 3.953 2.202 -1.169
C 4.187 0.799 -0.454
O 3.087 -0.109 -0.530
C 2.979 -1.029 -1.430
O 3.833 -1.350 -2.252
C 1.638 -1.849 -1.402
F 0.916 -1.495 -0.379
F 0.966 -1.701 -2.523
F 1.896 -3.130 -1.283
H 3.628 2.935 -0.430
H 3.336 2.228 -2.066
H 4.910 2.620 -1.480
H 4.320 0.994 0.610
H 5.094 0.448 -0.946
C -1.170 0.589 -0.148
Br 0.661 0.943 -0.841
Br -1.352 -1.301 0.374
Br -2.463 1.191 -1.550
H -1.292 1.275 0.690
```

Its LUMO energy is -0.3050 eV. As for the energy above the lowest of the compared OMol25 structures with the same formula, charge and spin: 536.1 kcal per mole. The value obtained for the max |F| is 0.266 Eh/bohr. As for the HOMO energy: -0.3289 Eh. The gap between HOMO and LUMO comes out at 8.646 eV.

What are the Löwdin partial charges on each atom? They are as follows, in elementary charge units: -0.1184, -0.2180, 0.0039, -0.2595, 0.0656, -0.7402, 0.2525, 0.1859, 0.2463, 0.0152, 0.1020, 0.1320, 0.1196, -0.1258, -0.1063, -0.1480, 0.0130, -0.3124, 0.1439, -0.4779, -0.0384, 0.1577, 0.1158, 0.0527, 0.1073, -0.0597, 0.1279, 0.1214, -0.2949, -0.1174, -0.0055, -0.3184, 0.1172, -0.6173, 0.1620, 0.2292, 0.2114, -0.0923, 0.0979, -0.1192, 0.1318, 0.1289, -0.0595, -0.1502, -0.1022, -0.3864, 0.1558, -0.5873, -0.2074, 0.1951, 0.1898, 0.0677, 0.0709, 0.0719, 0.1270, 0.1203, -1.1669, 0.9279, 1.1400, 0.7960, -0.0740

***

No. 4
# C17H21BrCl36N2O4P

A cluster of 13 separate species, C17H21BrCl36N2O4P in total at a distorted geometry (ωB97M-V/def2-TZVPD, the OMol25 dataset).

```
82
Properties=species:S:1:pos:R:3
C -0.230 1.197 0.696
C -0.983 -0.010 -0.116
O -2.235 0.267 -0.574
N -0.424 -1.371 -0.455
C -1.510 -2.425 -0.580
N 0.559 -1.798 0.417
C 1.957 -1.661 -0.139
C 2.899 -1.019 1.086
O 3.360 0.233 1.017
O 3.211 -1.878 2.257
P 2.132 -0.491 -1.637
O 1.216 -1.019 -3.024
Br 4.331 -0.728 -2.326
H 0.426 1.848 -0.024
H 0.428 0.787 1.603
H -1.074 1.852 1.197
H -2.442 -2.240 0.115
H -1.876 -2.570 -1.698
H -1.069 -3.480 -0.240
H 0.456 -1.415 1.381
H 2.364 -2.757 -0.371
H 0.368 -0.449 -3.005
C -1.799 1.920 -4.633
Cl -0.558 2.939 -3.885
Cl -1.446 1.669 -6.351
Cl -1.920 0.367 -3.789
H -2.761 2.433 -4.551
C 2.328 2.846 2.813
Cl 0.932 1.942 3.426
Cl 1.817 4.411 2.160
Cl 3.534 3.069 4.092
H 2.785 2.268 2.006
C 4.429 -0.567 -6.669
Cl 3.329 -0.919 -5.325
Cl 4.266 1.121 -7.180
Cl 6.104 -0.919 -6.210
H 4.161 -1.210 -7.511
C -3.789 -5.530 -0.702
Cl -2.061 -5.663 -0.336
Cl -4.657 -4.791 0.655
Cl -4.041 -4.593 -2.185
H -4.187 -6.536 -0.859
C -0.240 7.368 4.550
Cl -2.000 7.407 4.750
Cl 0.332 5.697 4.410
Cl 0.246 8.313 3.132
H 0.218 7.815 5.435
C 2.949 4.690 -4.351
Cl 2.262 5.824 -5.526
Cl 1.854 4.482 -2.974
Cl 3.288 3.129 -5.117
H 3.891 5.104 -3.982
C -5.930 -1.020 -1.141
Cl -5.408 -1.293 -2.812
Cl -7.328 -2.037 -0.751
Cl -4.599 -1.335 -0.014
H -6.226 0.027 -1.039
C 9.535 0.527 -4.355
Cl 8.140 -0.377 -3.742
Cl 9.024 2.093 -5.008
Cl 10.742 0.750 -3.077
H 9.992 -0.051 -5.163
C -7.883 1.147 -4.317
Cl -8.684 2.650 -4.807
Cl -6.162 1.193 -4.738
Cl -8.091 0.870 -2.580
H -8.347 0.318 -4.856
C -6.044 -9.303 -0.858
Cl -7.144 -9.655 0.486
Cl -6.207 -7.615 -1.370
Cl -4.369 -9.655 -0.399
H -6.313 -9.946 -1.700
C 1.398 1.678 7.597
Cl 0.002 0.774 8.210
Cl 0.886 3.243 6.944
Cl 2.604 1.901 8.875
H 1.854 1.100 6.789
C 2.601 -0.195 12.670
Cl 3.486 -1.729 12.670
Cl 3.678 1.145 13.099
Cl 1.852 0.091 11.089
H 1.809 -0.254 13.420
```

As for the net charge: -1. Its LUMO energy is 1.5931 eV. As for the energy above the lowest of the compared OMol25 structures with the same formula, charge and spin: 68.3 kcal per mole. The value obtained for the max |F| is 0.158 Eh/bohr. As for the HOMO energy: -0.1909 Eh. The gap between HOMO and LUMO comes out at 6.788 eV.

What are the Löwdin partial charges on each atom? They are as follows, in elementary charge units: -0.0728, -0.2625, -0.1908, -0.1869, -0.1143, -0.0806, -0.4094, -0.4644, -0.1931, -0.2700, 0.6482, -0.4879, 0.2029, 0.0936, -0.0066, 0.0945, 0.0169, 0.0847, 0.0349, 0.1280, 0.1279, -0.0200, -1.5062, 0.4984, 0.5158, 0.5709, 0.0114, -1.4718, 0.5675, 0.4797, 0.5241, -0.0030, -1.5018, 0.4894, 0.4819, 0.4877, 0.0147, -1.5342, 0.5722, 0.5129, 0.5231, -0.0977, -1.5247, 0.5098, 0.4812, 0.5133, 0.0175, -1.5115, 0.5073, 0.4851, 0.4919, 0.0190, -1.5253, 0.4808, 0.4977, 0.5881, -0.0301, -1.5376, 0.4955, 0.5094, 0.5095, 0.0166, -1.5109, 0.5171, 0.5017, 0.5551, 0.0240, -1.5098, 0.5212, 0.5736, 0.5340, 0.0182, -1.5112, 0.5093, 0.4870, 0.4816, 0.0212, -1.5286, 0.5122, 0.5100, 0.4777, 0.0157

***

Copy entry 3 word for word.
# C17H21Br3F12O8

A structure of composition C17H21Br3F12O8 at a distorted geometry (ωB97M-V/def2-TZVPD, the OMol25 dataset).

```
61
Properties=species:S:1:pos:R:3
C -2.965 2.120 1.555
C -3.578 2.897 0.350
O -3.091 4.279 0.411
C -3.986 5.294 0.265
O -5.223 5.120 -0.001
C -3.379 6.775 0.440
F -3.191 7.243 -0.712
F -4.234 7.526 1.090
F -2.346 6.792 1.148
H -1.878 2.041 1.579
H -3.196 1.065 1.404
H -3.396 2.368 2.525
H -4.661 2.855 0.467
H -3.309 2.525 -0.638
C 0.835 -2.307 1.807
C 1.500 -1.328 2.814
O 0.792 -0.112 2.810
C -0.264 0.148 3.576
O -0.560 -0.423 4.645
C -1.069 1.299 2.916
F -2.211 0.796 2.426
F -1.344 2.166 3.972
F -0.499 1.910 1.910
H -0.203 -2.618 1.923
H 1.500 -3.162 1.687
H 0.817 -1.789 0.848
H 2.557 -1.169 2.596
H 1.505 -1.763 3.813
C -0.385 -3.087 -0.393
C -0.899 -3.810 -1.647
O 0.037 -3.625 -2.705
C 1.007 -4.548 -2.881
O 1.109 -5.579 -2.171
C 2.019 -4.382 -4.017
F 2.284 -5.603 -4.556
F 1.495 -3.571 -4.865
F 3.102 -3.897 -3.490
H -0.030 -2.119 -0.748
H 0.458 -3.534 0.134
H -1.159 -2.811 0.323
H -1.870 -3.408 -1.934
H -1.217 -4.837 -1.466
C 3.953 2.202 -1.169
C 4.187 0.799 -0.454
O 3.087 -0.109 -0.530
C 2.979 -1.029 -1.430
O 3.833 -1.350 -2.252
C 1.638 -1.849 -1.402
F 0.916 -1.495 -0.379
F 0.966 -1.701 -2.523
F 1.896 -3.130 -1.283
H 3.628 2.935 -0.430
H 3.336 2.228 -2.066
H 4.910 2.620 -1.480
H 4.320 0.994 0.610
H 5.094 0.448 -0.946
C -1.170 0.589 -0.148
Br 0.661 0.943 -0.841
Br -1.352 -1.301 0.374
Br -2.463 1.191 -1.550
H -1.292 1.275 0.690
```

Its LUMO energy is -0.3050 eV. As for the energy above the lowest of the compared OMol25 structures with the same formula, charge and spin: 536.1 kcal per mole. The value obtained for the max |F| is 0.266 Eh/bohr. As for the HOMO energy: -0.3289 Eh. The gap between HOMO and LUMO comes out at 8.646 eV.

What are the Löwdin partial charges on each atom? They are as follows, in elementary charge units: -0.1184, -0.2180, 0.0039, -0.2595, 0.0656, -0.7402, 0.2525, 0.1859, 0.2463, 0.0152, 0.1020, 0.1320, 0.1196, -0.1258, -0.1063, -0.1480, 0.0130, -0.3124, 0.1439, -0.4779, -0.0384, 0.1577, 0.1158, 0.0527, 0.1073, -0.0597, 0.1279, 0.1214, -0.2949, -0.1174, -0.0055, -0.3184, 0.1172, -0.6173, 0.1620, 0.2292, 0.2114, -0.0923, 0.0979, -0.1192, 0.1318, 0.1289, -0.0595, -0.1502, -0.1022, -0.3864, 0.1558, -0.5873, -0.2074, 0.1951, 0.1898, 0.0677, 0.0709, 0.0719, 0.1270, 0.1203, -1.1669, 0.9279, 1.1400, 0.7960, -0.0740